Below is C12H20N2S as an isolated structure at a distorted geometry, with properties calculated with ωB97M-V with the def2-TZVPD basis set.

Geometry as XYZ:
```
35
Properties=species:S:1:pos:R:3:mulliken_charge:R:1
S 0.177 3.143 -3.217 -0.19
N -1.459 0.239 -0.783 -0.33
N 0.926 0.718 -2.114 -0.27
C -2.171 -2.090 3.350 -0.87
C -0.415 -0.696 -0.767 0.44
C -0.425 -1.874 0.241 -0.56
C -1.739 -0.591 2.818 -1.11
C -1.311 1.202 -1.707 -0.29
C 1.914 3.009 -3.464 -0.46
C 0.195 -1.731 1.634 -1.01
C -0.073 1.539 -2.170 0.37
C 0.641 -0.522 -1.614 -0.60
C -0.159 -0.755 2.751 0.58
C 2.258 2.032 -4.538 -0.86
C 0.379 0.609 2.523 -0.81
H -0.307 -2.701 1.879 0.44
H -0.364 -2.954 -0.116 0.47
H -2.077 -0.352 1.843 0.58
H 1.404 -1.485 -1.977 0.17
H 2.297 2.497 -2.637 0.24
H -1.117 -2.795 3.838 0.18
H -1.534 -1.880 0.637 0.16
H 1.391 -1.826 1.893 0.18
H -3.127 -2.300 4.197 0.26
H 0.994 1.062 3.681 0.26
H -0.707 1.255 2.155 0.22
H -2.298 1.790 -1.753 0.32
H -2.370 -2.821 2.429 0.24
H 1.283 0.334 1.360 0.15
H 2.312 3.949 -3.593 0.52
H -1.890 0.010 3.752 0.42
H 0.114 -1.284 3.853 0.40
H 1.461 2.161 -5.194 0.32
H 2.407 0.800 -4.297 0.15
H 3.388 2.307 -4.891 0.30
```

Lowest unoccupied orbital energy, eV: 0.0
Relative energy (zero: lowest compared OMol25 entry of this formula, charge and spin), eV: 10.6486
E_tot, eV: -26573.8676
HOMO, eV: -8.62
Orbital gap, eV: 8.65



Below is C42H36NO9PReS as an isolated structure at a distorted geometry, with properties calculated with ωB97M-V with the def2-TZVPD basis set.

Geometry as XYZ:
```
91
Properties=species:S:1:pos:R:3:mulliken_charge:R:1
Re 0.588 -0.688 0.238 3.89
S -2.169 -1.308 -1.494 0.43
P 1.778 0.525 2.031 1.84
O 2.070 -4.398 0.745 -0.44
O -0.401 -3.381 -0.063 -0.58
O -0.842 0.265 1.115 -0.29
O 1.334 1.033 -1.249 -0.18
O 2.520 1.344 -3.119 -0.49
O -2.622 -0.044 2.405 -0.59
O -0.665 -0.845 -1.467 -1.06
O 1.748 -2.236 1.098 -0.93
O -0.899 -2.516 1.981 -0.15
N 2.078 -1.490 -1.113 0.04
C -1.602 2.018 -5.720 -0.58
C 0.765 3.041 1.323 -0.67
C 0.741 0.770 3.512 0.57
C -7.365 -0.554 -1.360 -0.52
C -5.189 -1.377 -0.756 -0.09
C 2.084 -3.151 0.361 0.31
C 5.558 1.050 3.486 -0.85
C 3.879 -1.099 2.977 -0.63
C -0.685 0.991 -5.524 -0.71
C -1.617 -3.712 2.405 -0.90
C 5.145 -1.312 3.507 -0.92
C 1.948 4.669 0.000 -0.68
C -4.618 -0.149 -1.084 0.37
C 3.051 3.824 -0.053 -1.18
C -6.803 0.671 -1.683 -0.71
C 0.805 4.272 0.681 -0.82
C -1.007 -0.091 -4.714 -0.26
C 1.867 2.190 1.278 0.50
C -1.388 1.070 4.627 -0.77
C -5.434 0.872 -1.547 -0.45
C 2.043 0.611 -2.143 0.20
C -0.360 -2.491 0.771 0.53
C 3.004 2.584 0.565 -0.24
C -6.556 -1.580 -0.899 -0.77
C 3.327 -1.330 -3.130 -0.94
C 1.379 1.181 4.679 -1.16
C 4.296 1.273 2.958 -0.33
C 2.507 -2.718 -0.970 0.97
C -1.470 0.259 2.329 0.21
C -2.643 -1.349 -3.261 -1.50
C -0.662 0.694 3.502 0.47
C 3.346 -3.349 -1.860 -1.01
C -3.137 0.100 -0.926 -0.17
C -3.191 0.843 -4.351 -0.05
C 3.453 0.194 2.663 0.12
C 5.995 -0.243 3.736 -0.65
C 2.501 -0.794 -2.161 0.45
C -2.266 -0.175 -4.122 0.32
C 0.646 1.550 5.800 -0.76
C 3.752 -2.648 -2.985 -0.88
C -0.741 1.510 5.770 -0.85
C -2.859 1.939 -5.137 -0.80
H 5.461 -2.320 3.752 0.45
H -2.514 -3.362 2.901 0.28
H -2.189 -2.275 -3.619 0.69
H 4.418 -3.099 -3.712 0.50
H 3.709 -4.351 -1.675 0.46
H 1.165 1.873 6.693 0.47
H 3.223 -1.933 2.835 0.53
H -2.469 1.013 4.582 0.57
H -5.006 1.842 -1.782 0.48
H 6.995 -0.412 4.118 0.43
H -7.430 1.478 -2.042 0.44
H -3.596 2.715 -5.322 0.44
H -2.779 0.965 -1.487 0.54
H -0.982 -4.251 3.099 0.26
H -4.566 -2.182 -0.371 0.37
H 2.177 2.247 -3.033 0.44
H -6.989 -2.540 -0.645 0.43
H 2.459 1.223 4.725 0.44
H 2.247 -5.032 0.039 0.37
H -0.126 2.760 1.865 0.32
H -8.434 -0.703 -1.452 0.41
H 3.636 -0.716 -3.964 0.65
H 1.982 5.638 -0.487 0.43
H -2.867 0.216 0.117 -0.15
H -4.191 0.755 -3.939 0.57
H -0.303 -0.910 -4.589 0.45
H 0.270 1.017 -6.035 0.47
H 3.861 1.921 0.495 0.70
H 3.955 4.135 -0.569 0.48
H -3.724 -1.484 -3.202 0.59
H -1.315 1.817 6.638 0.44
H -1.350 2.861 -6.353 0.43
H -1.855 -4.329 1.548 0.39
H 6.197 1.896 3.710 0.46
H 3.971 2.288 2.790 0.59
H -0.058 4.925 0.721 0.49
```

Lowest unoccupied orbital energy (alpha / beta), eV: -6.5 / -6.8
Expectation value of S²: 0.76
Relative energy (zero: lowest compared OMol25 entry of this formula, charge and spin), eV: 1.0524
E_tot, eV: -86297.3022
HOMO (alpha / beta), eV: -13.37 / -13.36
2S+1: 2
Orbital gap (alpha / beta), eV: 6.90 / 6.55
Total charge: +2



Below is a 2-piece molecular cluster, C4H4 overall at a distorted geometry, with properties calculated with ωB97M-V with the def2-TZVPD basis set.

Geometry as XYZ:
```
8
Properties=species:S:1:pos:R:3:mulliken_charge:R:1
C 0.086 3.634 0.669 -0.31
C 0.199 2.464 0.943 -0.34
C 0.161 -2.671 -0.227 -0.35
C -0.357 -3.031 -1.231 -0.24
H -0.864 -3.799 -1.990 0.26
H 0.825 -2.503 0.606 0.34
H -0.191 1.326 0.872 0.24
H 0.140 4.580 0.357 0.42
```

Lowest unoccupied orbital energy, eV: 1.1
SMILES: C#C.C#C
Relative energy (zero: lowest compared OMol25 entry of this formula, charge and spin), eV: 3.0473
E_tot, eV: -4207.1113
HOMO, eV: -10.69
Orbital gap, eV: 11.77



Below is a 2-piece molecular cluster, C4H8N2O overall at a distorted geometry, with properties calculated with ωB97M-V with the def2-TZVPD basis set.

Geometry as XYZ:
```
15
Properties=species:S:1:pos:R:3:mulliken_charge:R:1
O -1.493 -1.886 2.275 -0.62
N -2.519 -0.314 0.446 -0.06
N -3.244 -0.890 -1.524 -0.62
C 0.000 0.000 0.000 -1.18
C -3.588 -0.707 -0.249 -0.24
C -1.875 -0.880 -1.517 -0.52
C -1.405 -0.365 -0.354 0.71
H 0.694 -0.054 -0.855 0.31
H -2.576 0.018 1.412 0.37
H -0.014 1.036 0.377 0.28
H -1.296 -1.206 -2.381 0.37
H 0.375 -0.660 0.800 0.25
H -2.178 -1.208 2.475 0.28
H -4.570 -0.801 0.215 0.34
H -0.639 -1.400 2.333 0.32
```

Lowest unoccupied orbital energy, eV: 0.4
SMILES: Cc1cnc[nH]1.O
Relative energy (zero: lowest compared OMol25 entry of this formula, charge and spin), eV: 1.8125
E_tot, eV: -9304.5807
HOMO, eV: -8.50
Orbital gap, eV: 8.88



Below is C42H78InN4O8 as an isolated structure at a distorted geometry, with properties calculated with ωB97M-V with the def2-TZVPD basis set.

Geometry as XYZ:
```
133
Properties=species:S:1:pos:R:3:mulliken_charge:R:1
In 0.420 -8.013 4.877 1.00
O -2.213 0.583 -9.124 -0.44
O 2.318 -2.374 -3.282 -0.50
O 2.410 -4.924 -4.503 -0.49
O -1.033 7.743 1.548 -0.48
O 1.378 -4.281 0.792 -0.58
O 0.950 -6.799 -0.588 -0.54
O -4.986 -5.675 4.466 -0.39
O 9.676 -1.213 3.097 -0.47
N -0.426 6.978 2.545 0.23
N -2.542 0.153 -7.854 0.10
N 9.015 -0.614 2.158 0.37
N -5.442 -4.665 3.603 -0.08
C 0.838 7.600 3.022 1.30
C -1.191 2.012 -6.859 -1.75
C 1.445 -5.833 -1.155 0.34
C -5.722 -3.379 4.342 1.42
C -0.563 5.482 2.412 1.44
C -3.492 -1.036 -7.732 1.44
C 7.506 1.203 1.424 -1.24
C -6.375 -3.587 5.717 -1.60
C 8.115 0.389 2.631 1.75
C 1.763 7.728 1.871 -1.50
C -3.712 2.279 -7.212 -1.69
C -2.876 0.789 -5.515 -1.35
C 0.374 8.958 3.650 -1.87
C 8.822 -1.249 0.807 1.40
C -6.297 -5.186 2.532 1.71
C -2.973 -2.282 -8.442 -1.89
C 8.065 1.119 0.063 -0.81
C 1.401 6.700 4.218 -1.20
C 2.218 -4.767 -3.216 0.39
C 8.084 -2.597 0.951 -1.79
C -7.489 -6.073 3.142 -1.86
C -6.901 -4.020 1.579 -1.14
C -6.456 -2.611 1.990 -0.80
C 1.572 5.235 3.880 -0.61
C 8.769 1.440 3.549 -1.91
C -2.110 5.141 2.593 -1.60
C 6.926 -0.214 3.433 -1.75
C 1.880 -5.865 -2.597 -0.10
C -4.362 -2.697 4.495 -1.82
C -6.744 -2.527 3.509 -1.11
C 1.630 -4.411 -0.434 0.36
C 7.980 -0.399 -0.221 -1.16
C 0.203 4.644 3.498 -1.37
C -3.956 -0.353 -5.312 -0.84
C -4.845 -0.614 -8.335 -1.58
C -3.690 -1.522 -6.250 -1.05
C 10.189 -1.313 0.206 -1.89
C -5.372 -6.001 1.618 -1.97
C 2.255 -3.444 -2.579 0.28
C -0.031 5.023 1.109 -1.79
C -2.540 1.316 -6.937 1.75
C 1.974 -3.326 -1.257 -0.18
H 2.731 7.928 2.330 0.39
H 1.884 -2.346 -0.812 0.52
H -3.609 -3.157 -8.307 0.38
H 8.648 -3.220 1.644 0.38
H -0.417 4.429 4.369 0.47
H 1.053 5.126 1.043 0.41
H 6.961 -0.787 -0.216 0.42
H -3.632 -3.180 5.144 0.40
H -5.445 -0.005 -7.658 0.30
H 2.225 5.130 3.013 0.30
H 10.769 -1.979 0.845 0.43
H 0.942 6.846 5.196 0.37
H -8.187 -6.479 2.410 0.44
H 9.427 1.037 4.319 0.53
H -7.076 -6.959 3.623 0.42
H -5.004 -0.086 -5.440 0.38
H 7.527 2.278 1.607 0.47
H 7.509 1.834 -0.543 0.42
H -1.048 2.675 -7.712 0.36
H -2.724 5.799 1.977 0.38
H -5.767 -5.869 4.990 0.33
H -4.642 -1.670 4.728 0.41
H -2.889 -2.037 -5.719 0.43
H -5.422 -2.569 1.647 0.35
H 8.014 1.985 4.116 0.41
H -7.987 -4.104 1.632 0.40
H -4.605 -5.372 1.166 0.43
H -2.112 4.162 2.114 0.42
H 8.062 -3.072 -0.030 0.43
H -3.848 3.016 -6.421 0.42
H 1.145 9.566 4.122 0.41
H -0.540 5.563 0.310 0.35
H 10.343 -0.533 3.213 0.42
H -4.678 1.846 -6.952 0.33
H 9.111 1.420 -0.002 0.27
H 5.967 0.299 3.367 0.38
H 1.318 8.488 1.229 0.38
H -3.006 0.913 -9.552 0.33
H 6.657 -1.209 3.081 0.27
H -3.994 -0.687 -4.276 0.40
H 1.886 6.882 1.195 0.27
H 9.214 2.242 2.960 0.38
H -1.883 7.930 1.952 0.40
H -3.215 1.551 -4.813 0.46
H 10.736 -0.376 0.103 0.35
H -3.025 -2.163 -9.525 0.39
H -3.632 2.746 -8.193 0.38
H -2.421 4.875 3.603 0.32
H -7.721 -2.969 3.704 0.41
H -6.927 -2.711 6.057 0.33
H 8.303 -0.501 -1.257 0.43
H -0.401 1.332 -6.541 0.40
H -2.002 0.437 -4.967 0.40
H -5.627 -3.847 6.466 0.34
H -5.800 -6.648 0.852 0.42
H -4.610 -0.081 -9.256 0.31
H -6.880 -1.516 3.895 0.63
H -1.979 -2.524 -8.067 0.44
H -4.603 -2.100 -6.112 0.36
H 1.944 4.818 4.816 0.39
H 7.128 -2.369 1.422 0.36
H 7.017 -0.293 4.516 0.39
H -0.284 8.739 4.491 0.42
H 10.220 -1.838 -0.749 0.46
H -5.424 -1.490 -8.626 0.45
H -0.066 3.939 1.006 0.46
H 1.828 -6.737 -3.233 0.50
H -0.110 9.650 2.960 0.38
H -4.707 -6.670 2.163 0.35
H 2.414 7.097 4.285 0.45
H -8.027 -5.472 3.875 0.41
H -6.966 -1.831 1.426 0.39
H 6.434 1.048 1.300 0.31
H -6.661 -4.177 0.527 0.43
H -1.132 2.811 -6.120 0.37
H -3.757 -2.636 3.590 0.34
H 0.306 3.601 3.201 0.46
H -7.064 -4.420 5.575 0.43
```

Lowest unoccupied orbital energy, eV: -6.9
Relative energy (zero: lowest compared OMol25 entry of this formula, charge and spin), eV: 6.9999
E_tot, eV: -72309.6422
HOMO, eV: -8.90
Orbital gap, eV: 2.01
Total charge: +1